1.
Formula: C5H38NO14
Source: the OMol25 dataset
Level of theory: the ωB97M-V functional and the def2-TZVPD basis

Positions of all 58 atoms, in Å:
C -2.45 -0.61 0.79
C -1.65 -0.44 -0.56
C -0.27 0.14 -0.17
C 0.75 -0.01 -1.27
C 2.04 0.92 -1.15
O 1.93 2.10 -1.94
N -1.72 -1.66 -1.44
H -2.33 0.19 1.50
H -3.54 -0.47 0.55
H -2.33 -1.64 1.17
H -2.18 0.44 -1.10
H -0.37 1.19 0.11
H 0.19 -0.22 0.81
H 0.18 0.24 -2.16
H 0.96 -1.10 -1.25
H 2.21 1.04 -0.10
H 2.81 0.32 -1.68
H -1.02 -2.32 -1.19
H -2.58 -2.19 -1.18
H 1.28 2.69 -1.50
H 0.43 4.17 0.07
O 0.27 3.27 -0.17
H 0.48 -3.05 -2.74
H 1.70 -2.27 -3.10
O 1.40 -3.20 -2.94
H 2.98 0.75 2.90
H 1.73 1.32 2.02
O 2.64 0.90 2.01
H -1.51 -3.44 0.82
H -1.20 -4.79 0.83
O -1.99 -4.28 0.78
H -0.44 -1.12 -3.07
H -1.28 -2.08 -3.92
O -0.49 -1.52 -3.97
H 4.21 -1.67 0.02
H 3.72 -0.29 0.45
O 4.12 -1.11 0.78
H -0.73 1.58 3.88
H -2.23 2.22 4.08
O -1.57 1.60 4.37
H 0.89 -3.31 1.14
H 0.95 -4.83 0.45
O 0.46 -4.05 0.68
H -1.56 1.69 -3.68
H -1.55 0.46 -2.82
O -1.96 1.32 -2.90
H 3.03 -2.07 2.21
H 1.79 -1.07 2.59
O 2.10 -1.93 2.30
H 0.50 2.81 0.84
H 0.89 2.54 2.96
O 0.48 2.29 2.13
H -2.34 3.14 -1.35
H -1.24 3.52 -0.31
O -2.21 3.65 -0.56
H -1.48 2.35 1.94
H -2.47 3.57 2.07
O -2.33 2.62 2.26

Computed properties:
* total charge: -1
* HOMO level: -7.0 eV


2.
Formula: C45H44Br2N17NaO2S
Source: the OMol25 dataset
Level of theory: the ωB97M-V functional and the def2-TZVPD basis

Positions of all 112 atoms, in Å:
Na -1.45 0.40 -0.41
Br 4.15 0.22 4.56
C 2.94 0.78 3.17
C 2.71 2.09 3.00
C 1.74 2.62 2.08
C 0.89 1.77 1.40
C 1.13 0.28 1.51
C 2.24 -0.30 2.42
N -0.13 2.01 0.58
C -0.24 3.29 0.01
C -1.68 3.74 -0.23
C -2.07 5.03 0.12
C -3.33 5.47 -0.22
C -4.16 4.62 -0.94
C -3.69 3.35 -1.24
N -2.50 2.91 -0.87
H 3.27 2.80 3.60
H 1.66 3.70 2.00
H 0.17 -0.23 1.63
H 1.83 -1.04 3.11
H 0.28 4.11 0.52
H -1.38 5.67 0.66
H -3.66 6.47 0.05
H -5.14 4.93 -1.26
H -4.30 2.66 -1.80
C -4.29 -0.42 -1.71
O -2.92 -0.74 -1.79
C -2.58 -1.95 -2.29
C -3.45 -2.97 -2.62
C -2.92 -4.21 -2.97
Br -4.14 -5.61 -3.42
C -1.58 -4.46 -2.96
C -0.70 -3.42 -2.66
C -1.19 -2.15 -2.41
O -0.35 -1.11 -2.22
C 0.74 -3.70 -2.53
N 1.33 -4.80 -2.93
C 2.63 -4.68 -2.49
C 3.71 -5.56 -2.63
C 4.92 -5.20 -2.07
C 5.07 -3.99 -1.37
C 4.01 -3.10 -1.22
C 2.80 -3.47 -1.80
N 1.58 -2.86 -1.85
H -4.71 -0.31 -2.71
H -4.35 0.51 -1.16
H -4.84 -1.18 -1.14
H -4.52 -2.83 -2.58
H -1.17 -5.44 -3.17
H -0.64 -0.34 -2.83
H 3.59 -6.50 -3.16
H 5.77 -5.86 -2.15
H 6.03 -3.74 -0.93
H 4.11 -2.18 -0.66
H 1.31 -1.96 -1.47
C -4.35 1.70 1.77
N -3.38 0.70 1.41
C -3.32 -0.34 2.17
C -2.43 -1.44 2.01
C -2.36 -2.57 2.84
C -1.38 -3.40 2.29
C -0.92 -2.72 1.15
N -1.54 -1.55 0.97
C -3.76 2.85 2.57
C -4.58 3.89 3.00
C -4.05 4.97 3.69
C -2.69 5.02 3.97
C -1.87 3.98 3.56
C -2.40 2.90 2.86
H -5.20 1.28 2.33
H -4.76 2.13 0.85
H -4.01 -0.42 3.03
H -2.96 -2.75 3.73
H -1.05 -4.36 2.65
H -0.16 -3.05 0.45
H -5.64 3.86 2.77
H -4.71 5.78 4.01
H -2.28 5.87 4.51
H -0.81 4.01 3.76
H -1.75 2.11 2.51
N 0.64 2.12 -4.54
C -0.51 1.40 -4.92
N -1.09 1.59 -6.10
N -2.12 0.74 -6.10
N -2.15 0.08 -4.98
N -1.12 0.48 -4.20
C 0.69 2.74 -3.30
N 1.36 3.90 -3.09
N 1.15 4.20 -1.83
N 0.40 3.26 -1.34
N 0.09 2.30 -2.21
H 0.98 2.71 -5.28
C 4.98 1.43 0.09
C 5.00 -0.09 0.01
N 4.45 -0.77 1.18
C 3.05 -1.06 1.28
S 1.95 -0.29 -0.03
N 2.83 -2.50 1.22
C 3.79 -3.43 1.77
C 3.78 -3.57 3.30
H 5.44 1.87 -0.80
H 5.53 1.77 0.97
H 3.95 1.81 0.17
H 6.03 -0.43 -0.13
H 4.44 -0.42 -0.87
H 4.76 -0.31 2.02
H 1.87 -2.73 1.48
H 4.78 -3.12 1.44
H 3.59 -4.41 1.32
H 4.09 -2.64 3.77
H 4.45 -4.37 3.62
H 2.77 -3.81 3.65

Computed properties:
* total charge: -2
* HOMO level: -2.3 eV


3.
Formula: ClH10O5
Source: the OMol25 dataset
Level of theory: the ωB97M-V functional and the def2-TZVPD basis

Positions of all 16 atoms, in Å:
Cl 1.40 -0.33 0.34
O 0.31 2.27 1.56
H -0.31 2.66 0.95
H 0.79 1.63 1.04
O -2.13 0.52 1.31
H -1.20 0.65 1.46
H -2.47 1.39 1.12
O -0.77 0.90 -1.90
H -0.03 0.65 -1.35
H -0.38 1.24 -2.70
O -0.42 -2.54 1.61
H 0.14 -1.85 1.25
H -1.07 -2.08 2.14
O 2.30 -1.98 -2.35
H 2.22 -1.48 -1.54
H 1.62 -1.63 -2.92

Computed properties:
* total charge: 0
* <S²>: 0.753
* spin multiplicity: 2
* HOMO level (spin up / spin down): -11.7 / -11.7 eV


4.
Formula: C14H12BiN4O7
Source: the OMol25 dataset
Level of theory: the ωB97M-V functional and the def2-TZVPD basis

Positions of all 38 atoms, in Å:
C 0.11 -1.68 -3.75
C -1.17 -1.63 -3.13
C -1.06 -2.22 -1.83
C 0.28 -2.66 -1.66
C 1.01 -2.32 -2.84
Bi 0.60 0.32 -1.18
C -0.61 1.76 -2.59
C 0.62 2.15 -3.34
C 0.72 2.82 -4.53
N 1.81 1.68 -2.60
H -1.88 -2.38 -1.13
H -2.09 -1.27 -3.59
H 0.66 -3.24 -0.81
H 2.05 -2.57 -3.05
H 0.34 -1.35 -4.76
H -1.38 1.26 -3.18
H 2.69 1.68 -3.13
H -1.00 2.54 -1.91
H -0.19 3.15 -5.01
H 1.69 3.02 -4.97
O -0.21 -0.59 6.81
N 0.41 0.17 6.03
O 1.28 0.98 6.41
C 0.11 0.09 4.61
C -0.85 -0.82 4.15
C -1.13 -0.89 2.79
C -0.52 0.01 1.84
O -0.90 -0.02 0.61
C 0.48 0.93 2.36
C 0.78 0.95 3.73
N 1.19 1.89 1.57
O 1.99 2.66 2.12
O 0.97 2.02 0.28
N -2.07 -1.91 2.34
O -2.59 -2.61 3.24
O -2.34 -2.07 1.14
H -1.36 -1.48 4.84
H 1.53 1.65 4.10

Computed properties:
* total charge: -1
* HOMO level: -3.9 eV


5.
Formula: C21H18F6N5OS2Tc
Source: the OMol25 dataset
Level of theory: the ωB97M-V functional and the def2-TZVPD basis

Positions of all 54 atoms, in Å:
Tc 0.96 -0.26 0.43
N 5.32 -0.23 0.38
C 4.01 -0.09 0.59
S 2.95 -1.10 -0.41
N 3.62 0.77 1.49
N 2.26 0.82 1.63
C 1.77 1.66 2.45
C 0.33 1.68 2.62
C -0.30 2.45 3.59
C -1.67 2.33 3.75
C -2.36 1.43 2.96
C -1.67 0.71 2.00
N -0.36 0.84 1.82
H 5.67 -0.89 -0.30
H 5.97 0.30 0.93
H 2.43 2.32 3.02
H 0.29 3.11 4.21
H -2.18 2.92 4.50
H -3.43 1.30 3.06
H -2.17 -0.01 1.37
C 0.96 -0.92 -3.03
C -0.03 -1.72 -2.24
C -0.90 -2.55 -2.98
C -1.74 -3.41 -2.36
C -1.69 -3.52 -0.95
C -2.46 -4.47 -0.24
C -2.32 -4.59 1.12
C -1.41 -3.76 1.80
C -0.67 -2.82 1.13
S 0.52 -1.85 1.96
C -0.82 -2.67 -0.27
N -0.05 -1.71 -0.91
H 0.49 -0.52 -3.92
H 1.75 -1.61 -3.35
H 1.42 -0.13 -2.46
H -0.87 -2.47 -4.06
H -2.42 -4.05 -2.93
H -3.13 -5.12 -0.79
H -2.89 -5.33 1.67
H -1.28 -3.87 2.87
C 0.77 2.91 -2.42
C -0.03 2.31 -1.26
O 0.72 1.31 -0.67
C -1.38 1.76 -1.80
F -1.97 0.92 -0.92
F -1.19 1.05 -2.93
F -2.24 2.75 -2.08
C -0.31 3.45 -0.24
F -0.63 4.61 -0.84
F -1.32 3.15 0.61
F 0.78 3.67 0.50
H 1.05 2.12 -3.12
H 1.67 3.36 -2.02
H 0.19 3.67 -2.95

Computed properties:
* total charge: +1
* <S²>: 0.768
* spin multiplicity: 2
* HOMO level (spin up / spin down): -10.8 / -11.0 eV


6.
Formula: C4H3ClS3
Source: the OMol25 dataset
Level of theory: the ωB97M-V functional and the def2-TZVPD basis

Positions of all 11 atoms, in Å:
C -1.87 -1.04 -0.08
C -0.98 -0.35 -0.85
C -3.25 -0.64 0.12
C 0.42 -0.71 -1.17
S -4.48 -1.40 0.86
S -1.55 1.34 -1.27
S -3.54 1.03 -0.56
Cl 1.44 0.62 -0.77
H -1.53 -1.94 0.48
H 0.68 -1.11 -2.22
H 0.86 -1.65 -0.56

Computed properties:
* total charge: 0
* HOMO level: -8.5 eV
* SMILES string: S=c1cc(CCl)ss1


7.
Formula: C11H10O3S
Source: the OMol25 dataset
Level of theory: the ωB97M-V functional and the def2-TZVPD basis

Positions of all 25 atoms, in Å:
C 3.32 1.23 0.65
C 2.41 0.60 1.56
C 3.37 0.73 -0.68
C 1.51 -0.37 1.12
C 2.56 -0.23 -1.14
C 1.53 -0.70 -0.26
C -0.07 -2.48 -1.30
C 0.68 -1.66 -0.84
C -0.80 1.61 -0.19
C -1.41 0.51 -0.54
C -4.13 -0.28 -0.10
O -0.33 2.64 0.10
O -2.59 0.87 1.81
O -2.20 -1.49 1.05
S -2.53 -0.11 0.77
H 4.04 1.98 0.90
H 2.38 0.95 2.52
H 4.26 1.29 -1.22
H 1.00 -0.94 1.90
H 2.57 -0.73 -2.12
H -0.88 -2.98 -1.71
H -1.57 0.28 -1.58
H -4.76 0.52 0.30
H -3.95 0.03 -1.11
H -4.39 -1.29 0.11

Computed properties:
* total charge: 0
* HOMO level: -8.7 eV
* SMILES string: CS(=O)(=O)C=C=O.C#Cc1ccccc1


8.
Formula: C20H20N4
Source: the OMol25 dataset
Level of theory: the ωB97M-V functional and the def2-TZVPD basis

Positions of all 44 atoms, in Å:
N 1.30 -4.18 -1.76
C 0.07 -4.22 -1.29
C -0.31 -4.23 0.05
C 0.68 -4.28 1.03
C 1.99 -4.26 0.56
C 2.23 -4.18 -0.81
H -0.70 -4.28 -2.06
H -1.35 -4.35 0.40
H 0.38 -4.18 2.06
H 2.87 -4.29 1.23
H 3.23 -4.15 -1.17
N 1.63 5.87 0.28
C 2.41 4.92 0.77
C 2.12 4.16 1.90
C 0.94 4.42 2.55
C 0.12 5.42 2.06
C 0.48 6.07 0.92
H 3.24 4.65 0.11
H 2.77 3.36 2.21
H 0.63 3.85 3.43
H -0.87 5.57 2.52
H -0.13 6.87 0.44
N 2.43 1.74 -1.16
C 1.28 2.28 -0.69
C 0.39 1.64 0.18
C 0.69 0.34 0.57
C 1.85 -0.23 0.09
C 2.66 0.47 -0.81
H 1.01 3.28 -0.98
H -0.46 2.20 0.55
H 0.09 -0.10 1.32
H 2.14 -1.20 0.43
H 3.48 -0.07 -1.33
N -3.27 -2.29 0.19
C -2.33 -1.66 -0.50
C -2.56 -1.11 -1.75
C -3.83 -1.25 -2.31
C -4.80 -1.87 -1.55
C -4.49 -2.39 -0.32
H -1.35 -1.59 -0.02
H -1.73 -0.66 -2.31
H -4.04 -0.93 -3.32
H -5.73 -2.18 -1.98
H -5.17 -2.99 0.25

Computed properties:
* total charge: 0
* HOMO level: -9.4 eV
* SMILES string: c1ccncc1.c1ccncc1.c1ccncc1.c1ccncc1